[1]
Density functional theory data (ωB97M-V/def2-TZVPD) for a 2-piece molecular cluster, C4H10I2N2OSi overall at a distorted geometry.

The geometry in XYZ format:
```
20
C4H10I2N2OSi ωB97M-V/def2-TZVPD
C 1.61 -0.14 -2.13
C 1.45 -1.08 -0.83
I -0.18 -0.77 0.60
C 2.37 -2.13 -0.58
Si 2.23 -3.24 1.00
I 4.02 -2.60 -1.95
H 2.73 0.01 -2.33
H 1.21 0.91 -1.90
H 1.10 -0.59 -3.04
H 2.46 -2.32 2.14
H 0.89 -3.80 1.20
H 3.23 -4.32 0.97
C -3.26 2.87 0.87
O -4.14 3.72 0.89
N -3.16 1.89 1.81
N -2.32 2.82 -0.11
H -2.45 1.19 1.80
H -3.84 1.90 2.55
H -2.36 3.53 -0.82
H -1.59 2.13 -0.14
```

Values from the calculation:
- Structure (SMILES): C/C(I)=C(/[SiH3])I.NC(N)=O
- HOMO level: -0.3420 hartree
- Electronic energy: -1228.01227 a.u.
- F_max: 0.0689 hartree/bohr
- Frontier orbital gap: 8.49 eV



[2]
Density functional theory data (ωB97M-V/def2-TZVPD) for a 2-piece molecular cluster, H2N2O3S overall at a distorted geometry.

The geometry in XYZ format:
```
8
H2N2O3S ωB97M-V/def2-TZVPD
N 0.29 -0.67 -0.43
N -3.50 0.72 -0.27
O -3.80 0.75 0.88
O -2.65 -0.08 -0.72
O -1.10 -2.04 1.08
S -0.92 -1.71 -0.31
H 0.09 -0.05 -1.28
H 0.67 -0.12 0.27
```

Values from the calculation:
- HOMO level (alpha / beta): -0.3329 / -0.2900 hartree
- Electronic energy: -734.44187 a.u.
- F_max: 0.0844 hartree/bohr
- Relative energy (zero: lowest compared OMol25 entry of this formula, charge and spin): 62.5 kcal/mol
- Frontier orbital gap (alpha / beta): 7.74 / 5.79 eV



[3]
Density functional theory data (ωB97M-V/def2-TZVPD) for C36H35Cl2CrN4O2S6 as an isolated structure at a distorted geometry.

The geometry in XYZ format:
```
86
C36H35Cl2CrN4O2S6 ωB97M-V/def2-TZVPD
Cr 0.75 -0.48 0.62
S -2.48 -5.44 5.17
C -1.78 -4.30 4.17
S -1.57 -4.51 2.48
C -0.83 -2.98 2.10
C -0.65 -2.14 3.15
S 0.05 -0.55 3.10
S -1.20 -2.78 4.68
S -0.42 -2.65 0.44
N 0.96 -2.74 -2.39
C -0.11 -1.89 -2.53
S 0.16 -0.26 -2.69
N -1.31 -2.52 -2.47
C -2.61 -2.00 -2.40
C -2.98 -0.74 -2.85
C -4.31 -0.34 -2.75
C -5.27 -1.18 -2.22
C -4.90 -2.44 -1.77
C -3.58 -2.84 -1.86
H 1.81 -2.24 -2.16
H 0.81 -3.50 -1.73
H -1.25 -3.46 -2.12
H -2.23 -0.07 -3.25
H -4.58 0.66 -3.08
H -6.30 -0.85 -2.13
H -5.63 -3.10 -1.33
H -3.29 -3.81 -1.48
Cl -1.73 6.51 1.48
C -1.19 5.49 0.16
C 0.09 5.69 -0.33
C 0.56 4.88 -1.34
C -0.26 3.90 -1.87
C -1.55 3.73 -1.39
Cl -2.55 2.56 -2.18
C -2.05 4.50 -0.33
N -3.32 4.34 0.21
C -3.89 3.03 0.41
C -5.17 2.81 -0.10
C -5.77 1.58 0.03
C -5.08 0.55 0.66
C -3.82 0.77 1.18
C -3.21 2.02 1.08
C -1.84 2.20 1.67
C -0.75 1.43 0.93
O 0.45 1.75 1.07
O -1.08 0.40 0.27
H 0.70 6.46 0.12
H 1.57 5.00 -1.71
H 0.09 3.24 -2.65
H -3.46 4.95 1.00
H -5.66 3.62 -0.63
H -6.76 1.40 -0.38
H -5.52 -0.44 0.74
H -3.27 -0.03 1.66
H -1.82 1.74 2.66
H -1.53 3.23 1.78
C 2.86 1.91 -1.07
C 4.06 1.02 -1.33
C 3.84 0.13 -2.55
C 4.57 0.17 -0.17
C 5.94 0.25 0.05
C 6.62 -0.60 0.92
C 5.88 -1.60 1.53
C 4.51 -1.73 1.35
C 3.85 -2.91 2.04
C 2.95 -2.48 3.20
C 3.12 -3.84 1.08
C 3.78 -0.78 0.55
N 2.43 -0.83 0.52
H 2.74 2.59 -1.92
H 2.98 2.51 -0.17
H 1.94 1.34 -0.96
H 4.90 1.69 -1.57
H 3.09 -0.63 -2.33
H 4.77 -0.37 -2.83
H 3.47 0.70 -3.41
H 6.50 1.00 -0.50
H 7.69 -0.51 1.07
H 6.38 -2.32 2.17
H 4.68 -3.49 2.47
H 2.13 -1.85 2.85
H 3.52 -1.92 3.95
H 2.51 -3.36 3.69
H 2.29 -3.34 0.60
H 2.73 -4.71 1.62
H 3.81 -4.20 0.30
```

Values from the calculation:
- 2S+1: 2
- HOMO level (alpha / beta): -0.0416 / -0.0542 hartree
- Electronic energy: -6116.48287 a.u.
- F_max: 0.0272 hartree/bohr
- Relative energy (zero: lowest compared OMol25 entry of this formula, charge and spin): 8.5 kcal/mol
- Frontier orbital gap (alpha / beta): 4.91 / 5.25 eV
- Charge: -2